DFT (ωB97M-V/def2-TZVPD) results for a molecular structure, C24H25AuClI2N2O2S.

Each line ends with the Löwdin charge.
Cartesian coordinates (Å):
C: -1.162 3.558 4.570  -0.03
C: -4.033 -1.799 -1.949  -0.20
H: -3.264 2.722 -0.821  0.13
H: -1.600 4.143 5.381  0.12
N: -1.374 2.123 -0.037  -0.10
H: 0.734 -4.484 -3.704  0.10
H: 0.620 -3.108 -6.240  0.12
C: 0.241 -3.121 -5.204  -0.22
H: -0.280 3.920 0.347  0.15
H: 1.071 1.049 3.961  0.12
C: -2.694 -0.583 -0.310  -0.38
C: 0.310 1.829 3.741  -0.10
H: 4.966 1.176 4.337  0.10
C: -0.167 -1.726 -4.757  -0.29
H: -0.018 2.248 5.827  0.12
C: -0.217 2.590 4.798  -0.06
I: -2.397 -3.676 -0.236  0.95
C: -4.177 0.601 -1.838  -0.06
C: 3.165 0.008 1.679  -0.33
H: -2.154 4.513 2.892  0.12
C: -3.266 0.629 -0.771  -0.12
C: -0.818 3.021 2.180  -0.29
C: 3.104 -1.341 2.135  -0.05
N: 0.008 2.024 2.451  0.05
I: -6.441 -0.707 -3.596  0.87
H: -3.220 2.092 0.817  0.15
C: 2.447 0.304 0.462  -0.19
C: 1.904 -2.753 -3.322  -0.32
H: -4.575 1.534 -2.176  0.10
C: 3.817 -1.779 3.220  -0.09
H: 2.682 1.312 0.018  0.09
H: -1.993 4.021 0.752  0.12
H: 1.987 -4.362 -4.794  0.10
H: 2.573 -0.504 -0.266  0.06
H: 2.475 -2.021 1.539  0.12
C: -1.441 3.748 3.203  -0.01
C: -1.128 3.320 0.753  -0.18
H: -0.902 2.156 -0.976  0.14
O: -1.774 -0.567 0.650  -0.13
H: 2.974 -2.521 -3.518  0.09
O: 0.306 -0.796 -2.274  -0.63
C: 3.811 0.957 2.487  -0.02
H: 1.805 -3.053 -2.300  0.08
H: -0.300 -0.948 -5.549  0.10
C: 4.442 0.511 3.662  -0.10
H: -4.313 -2.756 -2.351  0.08
C: -4.678 -0.621 -2.324  -0.62
H: 3.749 1.996 2.306  0.10
H: -1.124 -1.647 -4.228  0.08
C: -2.834 1.928 -0.206  -0.15
C: 1.286 -3.761 -4.263  -0.22
H: -0.604 -3.811 -5.218  0.11
S: 1.106 -1.127 -3.529  0.94
C: -3.111 -1.785 -0.867  -0.58
H: 3.980 -2.823 3.483  0.11
Au: 0.367 0.296 0.697  0.94
Cl: 5.567 -1.301 5.301  0.70
C: 4.560 -0.847 3.972  -0.66

Values from the calculation:
E_tot: -2778.62437 Eh
total charge: +1
E_LUMO (spin up / spin down): -0.089 / -0.200 hartree
spin multiplicity: 3
relative energy (zero: lowest compared OMol25 entry of this formula, charge and spin): 39.7 kcal per mole
Kohn-Sham gap (spin up / spin down): 7.916 / 5.603 eV


DFT (ωB97M-V/def2-TZVPD) results for 2 unconnected molecules or ions with the total composition CHN3O2.

Each line ends with the Löwdin charge.
Cartesian coordinates (Å):
N: 2.728 -0.884 -1.610  -0.30
N: 3.388 -1.513 -0.994  0.25
O: -1.048 0.907 -1.561  0.17
H: 0.117 -1.881 -1.364  0.04
O: 1.926 -0.305 -2.219  0.08
N: -0.191 -1.144 -0.839  0.19
C: -0.590 -0.148 -1.368  -0.42

Values from the calculation:
E_tot: -353.39280 Eh
total charge: 0
E_LUMO: 0.023 hartree
SMILES: N#[N+][O-].N=C=O
relative energy (zero: lowest compared OMol25 entry of this formula, charge and spin): 25.3 kcal per mole
Kohn-Sham gap: 11.671 eV


DFT (ωB97M-V/def2-TZVPD) results for 5 unconnected molecules or ions with the total composition C34H51N3O4.

Each line ends with the Löwdin charge.
Cartesian coordinates (Å):
C: -1.693 -0.596 -3.052  -0.05
C: -2.093 1.320 -0.484  -0.17
H: 1.694 -0.379 -0.891  0.11
H: -3.776 0.540 0.598  0.14
H: -0.460 -3.199 -5.136  0.09
H: -0.654 -1.586 3.262  0.08
H: -1.471 0.485 -2.867  0.09
C: 0.053 -2.385 0.773  -0.18
H: -0.361 -2.936 1.658  0.10
H: 6.811 -1.192 -3.757  0.09
H: 6.157 -2.840 -3.724  0.08
H: 6.303 1.082 1.289  0.06
H: 8.427 3.775 2.976  0.08
H: -1.458 -0.417 4.360  0.11
H: -2.524 -3.145 3.496  0.06
C: -8.087 -2.048 5.403  -0.03
H: 1.933 -3.296 1.452  0.11
H: -7.119 -2.892 2.860  0.09
H: -4.266 0.246 -1.825  0.13
H: 4.255 0.102 -5.250  0.08
H: -0.596 -0.872 -0.661  0.10
O: 6.483 3.481 0.609  0.05
C: -1.099 -2.689 -4.378  -0.09
C: 3.712 1.985 0.396  -0.09
C: -2.681 -2.209 4.097  -0.10
N: 2.673 0.007 1.050  -0.13
H: -2.559 -2.345 5.200  0.08
H: -4.547 -1.286 -0.946  0.12
C: 3.546 1.028 1.505  -0.09
O: -5.713 -1.955 5.432  0.06
C: -2.269 -0.252 2.341  -0.15
H: 8.423 4.774 1.510  0.08
C: -2.970 0.107 -0.071  -0.21
H: 8.069 0.970 1.415  0.09
C: -2.176 -0.923 0.884  -0.32
H: -3.456 4.331 -3.515  0.08
H: -1.332 7.027 -1.838  0.09
C: -6.619 -3.335 3.723  -0.02
H: -1.654 0.698 2.284  0.13
C: -2.572 4.770 -3.051  -0.04
H: 4.308 2.933 0.395  0.07
H: -8.652 -1.548 4.614  0.08
C: -3.723 -0.584 -1.271  -0.13
H: 2.919 -1.485 2.609  0.13
C: 4.291 0.074 -4.159  -0.03
N: -1.464 2.219 -0.825  0.18
H: -8.610 -2.951 5.725  0.09
C: 2.346 0.279 -0.274  -0.13
H: 2.785 1.944 -1.814  0.08
H: -8.000 -1.372 6.254  0.08
C: 7.188 1.521 1.752  -0.02
H: -3.848 -3.300 -2.229  0.10
C: -6.709 -2.402 4.904  -0.50
H: -1.323 8.014 -3.312  0.08
H: -3.321 0.038 2.606  0.12
H: 7.091 1.447 2.837  0.09
O: -3.262 6.723 -4.215  0.06
C: 4.673 -1.308 -3.694  -0.51
H: 9.405 3.298 1.554  0.08
C: -1.283 6.994 -2.928  -0.03
H: -0.110 -0.102 0.896  0.11
C: 2.930 1.515 -0.802  -0.05
N: -3.471 -3.288 0.789  0.19
H: 1.289 -0.759 2.414  0.11
C: -0.846 -1.279 -4.045  -0.07
H: -1.692 4.212 -3.377  0.08
C: -0.631 -0.996 0.465  -0.14
H: -2.677 4.705 -1.967  0.07
C: -2.837 -2.329 0.837  -0.17
H: 3.304 0.325 -3.770  0.07
C: -1.652 -1.129 3.496  -0.23
O: 3.932 -1.966 -2.996  0.06
H: -0.347 6.535 -3.249  0.08
H: 6.056 -1.894 -5.221  0.08
C: -3.020 -2.698 -2.690  -0.03
C: 8.469 3.751 1.885  -0.03
H: -3.713 -1.823 3.852  0.05
H: -7.077 -4.294 3.971  0.09
H: -0.015 -0.734 -4.558  0.10
H: -5.571 -3.502 3.473  0.07
C: -2.202 -3.397 -3.716  -0.07
C: 2.176 -1.158 1.825  -0.13
H: -2.398 -4.466 -3.988  0.10
C: -2.452 6.212 -3.471  -0.51
H: 2.136 -2.396 -0.081  0.11
H: -0.150 -3.048 -0.125  0.12
C: -2.798 -1.273 -2.324  -0.19
C: 6.015 -1.838 -4.131  -0.03
H: 5.012 0.805 -3.785  0.09
C: 1.631 -2.336 0.930  -0.17
H: 4.036 1.127 2.498  0.11
C: 7.300 2.967 1.344  -0.49

Values from the calculation:
E_tot: -1791.20934 Eh
total charge: 0
E_LUMO: 0.020 hartree
SMILES: CCC[C@](C#N)(CCCCn1cccc1)[C@@H](C#N)Cc1ccccc1.CC(C)=O.CC(C)=O.CC(C)=O.CC(C)=O
Kohn-Sham gap: 8.212 eV


DFT (ωB97M-V/def2-TZVPD) results for a molecular structure, C57H48N10O4P4Se2Y.

Each line ends with the Löwdin charge.
Cartesian coordinates (Å):
C: -2.027 -1.631 1.951  -0.44
Y: -0.211 0.250 -0.048  1.13
N: -1.460 2.007 -2.337  0.06
H: -4.368 0.155 4.497  0.08
C: 2.876 2.195 -5.361  -0.40
C: -0.806 -6.705 1.628  -0.06
C: 2.540 4.251 3.039  -0.50
H: -7.239 -3.459 -1.324  0.11
Se: -0.755 -2.265 -1.038  0.37
C: -3.128 0.684 -2.169  -0.17
H: -7.697 -0.387 7.115  0.11
H: -2.830 -1.531 7.034  0.11
N: -2.078 3.102 -4.313  0.15
H: 2.914 2.483 3.680  0.07
C: 1.885 6.899 -4.161  -0.07
H: 3.520 -0.212 -7.659  0.11
C: 4.913 1.293 -7.032  -0.07
C: 3.511 1.315 -0.523  -0.39
C: 4.425 -1.204 -4.221  -0.07
P: -1.996 -2.898 0.679  0.70
C: -3.665 -3.124 0.085  -0.40
H: 1.736 3.456 -2.018  0.03
C: -2.047 -2.249 6.827  -0.07
N: 0.102 2.433 0.882  -0.01
H: 1.718 0.587 -6.182  0.10
H: -1.040 -4.465 4.469  0.07
H: 1.408 -2.669 -4.714  0.11
C: 4.111 2.846 -5.387  -0.09
H: 0.570 6.557 -7.255  0.11
H: -4.393 -1.351 1.070  0.11
H: -5.251 -3.734 6.089  0.09
C: 2.729 -0.128 -2.893  -0.40
C: 1.453 3.689 2.175  -0.04
H: 3.306 3.033 -2.703  0.06
P: 2.159 1.142 -1.736  0.97
H: 1.834 -4.937 2.800  0.11
C: 5.125 2.398 -6.213  -0.07
C: 0.597 4.517 1.475  0.03
C: 2.673 1.099 -6.189  -0.12
C: 1.945 5.558 -3.799  -0.10
N: -1.999 1.061 -1.570  -0.09
C: -4.981 -0.505 5.094  -0.08
C: -1.144 -4.350 1.304  -0.41
C: -6.072 0.017 5.777  -0.07
H: -1.049 -1.894 8.688  0.11
N: -1.618 -0.390 1.610  -0.19
H: -3.781 -0.085 -1.792  0.11
C: -5.464 -2.674 6.011  -0.11
H: 6.075 2.913 -6.228  0.11
H: 1.040 -7.271 2.558  0.11
H: 5.457 -1.275 -4.537  0.11
C: 1.391 7.262 -5.402  -0.07
C: -6.235 -3.357 -0.937  -0.06
O: 3.195 3.423 3.837  0.14
H: 4.279 3.722 -4.770  0.11
P: 1.506 2.774 -4.319  1.00
O: 1.282 0.071 1.460  -0.18
H: -6.303 1.069 5.681  0.11
C: 2.256 2.723 -2.642  -0.53
C: 4.058 -0.236 -3.304  -0.08
H: 3.852 -0.809 -0.340  0.12
C: 5.064 0.303 1.015  -0.06
C: -2.040 -2.960 5.633  -0.34
H: 0.516 5.590 1.473  0.15
C: -5.908 -2.288 -0.117  -0.06
O: 2.385 1.005 3.171  0.11
H: 3.396 3.469 -0.405  0.10
N: -0.186 3.736 0.721  0.05
H: 2.233 7.655 -3.471  0.11
C: -4.669 -1.855 5.206  -0.36
C: 5.407 1.555 1.510  -0.06
C: 1.503 4.564 -4.671  -0.39
H: 0.759 -3.512 8.230  0.11
H: 0.770 -4.789 6.112  0.11
C: 3.690 0.645 -7.020  -0.08
C: -1.024 -3.881 5.381  -0.09
H: -2.581 -5.877 0.800  0.09
O: 2.782 5.428 2.977  0.11
N: -2.305 -0.253 3.645  0.02
H: 0.464 -3.078 1.996  0.11
C: 1.005 4.949 -5.918  -0.11
N: -2.273 2.136 -3.328  -0.27
H: 5.524 -0.585 1.425  0.11
C: -5.270 -4.300 -1.266  -0.06
C: -6.851 -0.798 6.582  -0.07
H: 0.665 4.193 -6.619  0.10
C: -3.983 -4.179 -0.766  -0.09
H: 6.134 1.645 2.304  0.12
C: 3.862 2.567 -0.024  -0.10
Se: -3.920 -4.442 3.362  0.40
C: 1.784 -1.004 -3.416  -0.14
P: -3.304 -2.705 4.372  0.56
H: 5.704 0.947 -7.684  0.11
H: 2.355 5.308 -2.831  0.09
C: -0.024 -3.356 7.500  -0.07
C: 2.151 -1.986 -4.327  -0.07
H: -0.938 4.002 0.104  0.16
C: 1.654 1.064 2.200  -0.54
C: -1.597 -5.659 1.182  -0.12
H: 0.738 -0.923 -3.123  0.04
C: 3.473 -2.084 -4.727  -0.07
C: 0.955 6.281 -6.283  -0.07
H: 1.348 8.304 -5.687  0.11
H: 3.771 -2.847 -5.433  0.11
C: 0.431 -6.450 2.205  -0.06
C: -0.016 -4.072 6.309  -0.07
C: 1.095 2.396 1.777  -0.15
C: -6.540 -2.148 6.699  -0.07
C: 0.877 -5.144 2.340  -0.07
C: 4.118 0.183 0.012  -0.10
H: -1.079 3.022 -4.559  0.02
H: 5.049 3.670 1.373  0.12
C: 0.097 -4.094 1.886  -0.11
H: 4.806 0.438 -2.902  0.12
N: -3.330 1.357 -3.297  0.16
H: -5.513 -5.127 -1.918  0.11
H: -2.662 2.793 -5.089  0.11
H: -7.145 -2.793 7.322  0.11
H: -6.661 -1.557 0.145  0.11
C: 4.803 2.689 0.989  -0.07
C: -4.627 -2.166 0.395  -0.10
N: -1.783 0.419 2.656  -0.02
C: -1.038 -2.449 7.760  -0.07
H: -3.236 -4.894 -1.078  0.11
C: -2.502 -1.532 3.247  -0.39
H: -1.170 -7.719 1.542  0.11

Values from the calculation:
E_tot: -9256.05508 Eh
total charge: +1
E_LUMO: -0.093 hartree
relative energy (zero: lowest compared OMol25 entry of this formula, charge and spin): 2.9 kcal per mole
Kohn-Sham gap: 7.278 eV


DFT (ωB97M-V/def2-TZVPD) results for a molecular structure, C19H27Br24I2N4O3.

Each line ends with the Löwdin charge.
Cartesian coordinates (Å):
Br: -11.046 -1.759 2.542  0.59
Br: 1.244 5.832 4.667  0.59
Br: -1.963 -1.240 5.966  0.56
Br: 10.419 -3.810 -5.123  0.55
H: 2.434 -4.249 -0.378  0.08
C: 1.559 -3.708 -0.737  -0.06
Br: 8.159 -2.567 -2.336  0.58
Br: 5.301 -2.798 -0.931  0.71
H: -1.009 -0.728 -1.900  0.06
H: 1.610 2.386 2.228  0.06
O: 0.738 2.012 1.982  0.08
C: 3.928 3.236 0.343  -1.63
H: -2.497 3.424 0.833  0.07
H: -3.370 2.146 -2.980  0.11
C: 11.911 -3.532 -3.935  -1.64
C: -0.932 -1.297 -2.819  -0.12
Br: -1.865 5.845 5.386  0.61
H: -3.586 1.305 -1.454  0.10
H: -2.504 3.961 -2.013  0.10
H: -4.661 -2.724 0.361  -0.05
C: -2.147 2.999 -0.100  -0.16
H: -1.696 -2.672 3.969  -0.10
Br: 11.751 -4.593 -2.336  0.56
C: -3.074 3.418 -1.264  -0.15
H: 0.068 1.647 -2.295  0.18
H: 0.862 -4.451 -1.103  0.09
N: 1.419 0.426 0.325  0.22
Br: 3.072 4.497 1.520  0.63
Br: 7.493 -0.802 0.230  0.58
H: -0.347 4.033 0.433  0.01
C: 1.386 -0.498 -3.212  -0.79
Br: -10.048 -2.271 -0.442  0.57
H: 2.634 -1.630 -0.307  0.11
H: -1.876 -1.250 -3.345  0.06
H: -5.563 1.864 -2.642  0.10
H: 3.506 -1.537 -1.892  -0.01
C: -9.644 -2.463 1.430  -1.64
N: 0.172 2.138 -0.266  0.01
C: 1.213 0.353 -0.975  -0.30
H: 7.569 -3.258 -0.042  -0.02
Br: 0.375 -1.333 3.804  0.55
H: -3.847 4.072 -0.880  0.12
H: -0.474 4.093 4.346  -0.06
Br: -5.935 -4.840 0.419  0.59
Br: -2.728 1.827 3.870  0.56
Br: -0.941 5.484 2.355  0.65
H: -0.679 -2.314 -2.541  0.08
C: 2.550 -1.663 -1.386  -0.29
H: 12.798 -3.866 -4.452  -0.03
C: 7.194 -2.470 -0.678  -1.60
H: -0.527 3.770 -1.327  0.13
Br: 4.312 1.593 1.265  0.63
H: 3.195 2.999 -0.416  -0.05
I: -0.235 -0.622 -5.776  0.89
H: -9.572 -3.521 1.635  -0.03
Br: 12.153 -1.665 -3.530  0.57
Br: -4.233 -3.404 2.700  0.57
H: 1.083 -3.154 0.069  0.09
Br: -7.935 -1.684 1.866  0.52
H: -2.230 1.921 0.016  0.09
C: 0.175 -0.791 -3.712  -0.78
Br: 5.459 3.959 -0.561  0.64
N: 1.677 -0.553 -1.839  -0.05
C: -4.449 -3.685 0.807  -1.64
O: 1.950 -2.852 -1.814  -0.16
C: -4.563 1.366 3.512  -1.61
C: -0.992 -2.342 4.720  -1.64
O: -5.156 2.498 -2.035  -0.06
Br: -4.716 0.331 1.895  0.55
H: -4.888 0.723 4.317  -0.02
C: 0.786 1.529 0.744  -0.39
Br: -2.820 -4.341 0.006  0.56
Br: -5.708 2.908 3.511  0.62
C: -0.507 5.165 4.210  -1.63
N: 0.429 1.406 -1.385  0.21
I: 3.082 0.081 -4.378  0.89
C: -3.765 2.256 -1.965  -0.28
Br: -0.275 -3.914 5.562  0.60
C: -0.659 3.345 -0.343  -0.10

Values from the calculation:
E_tot: -63556.27555 Eh
total charge: +1
E_LUMO: -0.096 hartree
Kohn-Sham gap: 8.995 eV


DFT (ωB97M-V/def2-TZVPD) results for a single C4H9NO molecule.

Each line ends with the Löwdin charge.
Cartesian coordinates (Å):
H: 3.274 1.034 -1.428  0.09
H: 2.090 -0.194 -1.993  0.09
H: -1.454 0.409 1.964  0.07
C: 0.188 0.911 -0.522  -0.27
C: -1.368 -0.683 0.092  -0.30
H: -2.511 -1.016 1.907  0.07
H: -2.123 -0.038 -0.384  0.10
H: -0.551 1.715 -0.417  0.15
C: -1.533 -0.624 1.608  -0.11
N: -0.019 -0.318 -0.318  0.04
C: 2.385 0.459 -1.165  -0.09
O: 1.365 1.418 -0.908  -0.10
H: -0.754 -1.212 2.104  0.07
H: -1.558 -1.703 -0.258  0.10
H: 2.568 -0.160 -0.283  0.09

Values from the calculation:
E_tot: -287.77915 Eh
total charge: 0
E_LUMO: 0.041 hartree
SMILES: CC/N=C/OC
relative energy (zero: lowest compared OMol25 entry of this formula, charge and spin): 33.4 kcal per mole
Kohn-Sham gap: 10.794 eV


Repeat the first record exactly.
DFT (ωB97M-V/def2-TZVPD) results for a molecular structure, C24H25AuClI2N2O2S.

Each line ends with the Löwdin charge.
Cartesian coordinates (Å):
C: -1.162 3.558 4.570  -0.03
C: -4.033 -1.799 -1.949  -0.20
H: -3.264 2.722 -0.821  0.13
H: -1.600 4.143 5.381  0.12
N: -1.374 2.123 -0.037  -0.10
H: 0.734 -4.484 -3.704  0.10
H: 0.620 -3.108 -6.240  0.12
C: 0.241 -3.121 -5.204  -0.22
H: -0.280 3.920 0.347  0.15
H: 1.071 1.049 3.961  0.12
C: -2.694 -0.583 -0.310  -0.38
C: 0.310 1.829 3.741  -0.10
H: 4.966 1.176 4.337  0.10
C: -0.167 -1.726 -4.757  -0.29
H: -0.018 2.248 5.827  0.12
C: -0.217 2.590 4.798  -0.06
I: -2.397 -3.676 -0.236  0.95
C: -4.177 0.601 -1.838  -0.06
C: 3.165 0.008 1.679  -0.33
H: -2.154 4.513 2.892  0.12
C: -3.266 0.629 -0.771  -0.12
C: -0.818 3.021 2.180  -0.29
C: 3.104 -1.341 2.135  -0.05
N: 0.008 2.024 2.451  0.05
I: -6.441 -0.707 -3.596  0.87
H: -3.220 2.092 0.817  0.15
C: 2.447 0.304 0.462  -0.19
C: 1.904 -2.753 -3.322  -0.32
H: -4.575 1.534 -2.176  0.10
C: 3.817 -1.779 3.220  -0.09
H: 2.682 1.312 0.018  0.09
H: -1.993 4.021 0.752  0.12
H: 1.987 -4.362 -4.794  0.10
H: 2.573 -0.504 -0.266  0.06
H: 2.475 -2.021 1.539  0.12
C: -1.441 3.748 3.203  -0.01
C: -1.128 3.320 0.753  -0.18
H: -0.902 2.156 -0.976  0.14
O: -1.774 -0.567 0.650  -0.13
H: 2.974 -2.521 -3.518  0.09
O: 0.306 -0.796 -2.274  -0.63
C: 3.811 0.957 2.487  -0.02
H: 1.805 -3.053 -2.300  0.08
H: -0.300 -0.948 -5.549  0.10
C: 4.442 0.511 3.662  -0.10
H: -4.313 -2.756 -2.351  0.08
C: -4.678 -0.621 -2.324  -0.62
H: 3.749 1.996 2.306  0.10
H: -1.124 -1.647 -4.228  0.08
C: -2.834 1.928 -0.206  -0.15
C: 1.286 -3.761 -4.263  -0.22
H: -0.604 -3.811 -5.218  0.11
S: 1.106 -1.127 -3.529  0.94
C: -3.111 -1.785 -0.867  -0.58
H: 3.980 -2.823 3.483  0.11
Au: 0.367 0.296 0.697  0.94
Cl: 5.567 -1.301 5.301  0.70
C: 4.560 -0.847 3.972  -0.66

Values from the calculation:
E_tot: -2778.62437 Eh
total charge: +1
E_LUMO (spin up / spin down): -0.089 / -0.200 hartree
spin multiplicity: 3
relative energy (zero: lowest compared OMol25 entry of this formula, charge and spin): 39.7 kcal per mole
Kohn-Sham gap (spin up / spin down): 7.916 / 5.603 eV